No. 1
{"formula": "C10H28N2O7P2S2", "method": "ωB97M-V/def2-TZVPD", "symbols": ["C", "P", "C", "S", "O", "O", "N", "S", "O", "O", "P", "O", "O", "H", "H", "H", "H", "H", "H", "H", "H", "C", "C", "N", "C", "C", "C", "C", "C", "O", "C", "H", "H", "H", "H", "H", "H", "H", "H", "H", "H", "H", "H", "H", "H", "H", "H", "H", "H", "H", "H"], "coordinates": [[5.96566, -3.04394, 0.96571], [5.94716, -2.49975, -0.78879], [7.23964, -1.19350, -0.72615], [4.28513, -1.11231, -0.69620], [4.63416, 0.11608, 0.00074], [3.82068, -0.96849, -2.07041], [3.30344, -2.04108, 0.19258], [1.79551, -1.72641, 0.37869], [1.31887, -1.97536, 1.73768], [1.40658, -0.43541, -0.22019], [0.51934, -3.02278, -0.80198], [1.21906, -2.78910, -2.26197], [1.12335, -4.52725, -0.61354], [7.00827, -3.07477, 1.30170], [5.54306, -4.05046, 1.01280], [5.39041, -2.38997, 1.62278], [7.44429, -0.82003, 0.27933], [6.91446, -0.35343, -1.34761], [8.15392, -1.60997, -1.16185], [1.21270, -1.87126, -2.54460], [0.45766, -5.11107, -0.24780], [-1.76817, 3.68852, 0.44267], [-1.77386, 2.35015, -0.26640], [-1.93320, 1.14915, 0.63387], [-0.79110, 1.13944, 1.62051], [-1.73673, -0.11473, -0.19551], [-2.73531, -0.43410, -1.29308], [-3.19368, 1.12840, 1.45084], [-4.53334, 1.27001, 0.75653], [-4.65563, 2.54046, 0.16340], [-5.72151, 2.63228, -0.76878], [-0.88379, 3.82566, 1.06216], [-1.75088, 4.46285, -0.32421], [-2.66568, 3.84386, 1.03814], [-0.82574, 2.18036, -0.77799], [-2.57473, 2.30951, -0.99688], [0.14668, 1.17969, 1.07373], [-0.81769, 0.20408, 2.17547], [-0.90016, 1.98366, 2.29587], [-1.68066, -0.92374, 0.53260], [-0.73302, -0.00322, -0.58566], [-3.62398, -0.94577, -0.92715], [-2.23413, -1.12319, -1.97229], [-3.04312, 0.43739, -1.87117], [-3.09837, 1.91713, 2.19634], [-3.17718, 0.17118, 1.97404], [-5.27806, 1.15208, 1.55554], [-4.70934, 0.47454, 0.03111], [-6.54096, 1.95938, -0.50370], [-5.37843, 2.39005, -1.77891], [-6.09157, 3.65519, -0.75197]], "atomic_forces_ev_per_a": [[0.1, -0.3, 0.1], [0.0, 0.1, 0.1], [0.2, 0.1, -0.3], [-0.4, 0.1, -0.3], [0.0, -0.4, -0.1], [0.2, 0.1, 0.3], [0.0, 0.0, 0.2], [-0.3, 0.0, 0.1], [0.2, 0.2, -0.3], [-0.3, 0.0, 0.2], [0.2, -0.2, -0.7], [-0.4, -0.3, 0.2], [0.1, 0.4, 0.1], [-0.1, -0.1, 0.0], [0.0, 0.1, 0.1], [0.1, 0.0, -0.1], [-0.1, -0.1, -0.1], [0.1, -0.1, 0.0], [-0.1, 0.1, 0.1], [0.3, 0.3, 0.0], [-0.1, -0.1, 0.1], [0.0, 0.0, 0.0], [0.0, 0.0, -0.1], [0.2, -0.1, 0.1], [-0.1, 0.0, 0.0], [-0.1, 0.0, 0.3], [0.0, 0.0, 0.0], [0.0, 0.0, 0.0], [0.0, 0.0, 0.0], [0.0, 0.0, 0.1], [-0.1, 0.0, 0.0], [0.0, 0.0, 0.0], [0.0, 0.0, 0.0], [0.0, 0.0, 0.0], [0.0, 0.0, 0.0], [0.0, 0.0, 0.0], [0.1, 0.0, -0.1], [0.0, 0.0, 0.0], [0.0, 0.0, 0.0], [0.0, -0.1, -0.1], [0.2, -0.1, -0.1], [0.0, 0.0, 0.0], [0.0, 0.0, 0.0], [0.0, 0.0, 0.0], [0.0, 0.0, 0.0], [0.0, 0.0, 0.0], [-0.1, 0.0, -0.1], [0.0, 0.0, 0.0], [0.0, 0.0, 0.0], [0.0, 0.0, 0.0], [0.0, 0.0, 0.0]], "total_energy_ha": -2513.03467, "lumo_ev": -0.06, "mol_weight_da": 414.42}

No. 2
{"formula": "C10H30AgO6", "method": "ωB97M-V/def2-TZVPD", "symbols": ["Ag", "C", "C", "C", "O", "H", "H", "H", "H", "H", "H", "H", "C", "C", "C", "O", "H", "H", "H", "H", "H", "H", "H", "C", "O", "H", "H", "H", "H", "C", "O", "H", "H", "H", "H", "C", "O", "H", "H", "H", "H", "C", "O", "H", "H", "H", "H"], "coordinates": [[-0.58410, -0.18314, 0.35820], [1.62268, 1.06996, 3.01226], [0.14788, 1.50152, 3.15458], [0.02944, 2.94608, 3.60696], [-0.62138, 1.21471, 2.05123], [2.13359, 1.60736, 2.21255], [1.63749, -0.00707, 2.83244], [2.17355, 1.18142, 3.94982], [-0.16644, 0.89216, 4.02464], [0.64031, 3.02105, 4.50749], [-0.99500, 3.22781, 3.85290], [0.39248, 3.66054, 2.86308], [-0.20337, -2.51409, -3.66253], [0.46128, -1.65508, -2.59698], [1.27568, -0.56855, -3.29473], [-0.42610, -1.13163, -1.67142], [-0.89769, -1.93869, -4.28927], [-0.82288, -3.32689, -3.27743], [0.53204, -2.91903, -4.36274], [1.15538, -2.30657, -2.03331], [0.61657, 0.02404, -3.93480], [1.99984, -0.99479, -4.00596], [1.89708, 0.02953, -2.63099], [1.24771, -2.87760, 0.96682], [0.38292, -1.94028, 1.63723], [1.79567, -2.36315, 0.19059], [1.86332, -3.34837, 1.73564], [0.63066, -3.66826, 0.53350], [-0.17970, -2.37686, 2.28066], [-1.56686, 3.01935, -1.00614], [-1.67914, 1.61831, -1.07604], [-1.31637, 3.29074, 0.01431], [-0.79395, 3.44070, -1.66518], [-2.46518, 3.53244, -1.36706], [-1.84618, 1.31954, -1.97686], [1.68414, 1.87587, -0.46224], [1.61428, 0.53188, -0.02023], [0.96203, 2.53853, 0.00824], [2.66003, 2.32774, -0.24383], [1.48441, 1.91122, -1.54005], [2.36263, 0.05417, -0.38426], [-3.10127, -2.31330, 0.22777], [-2.74060, -1.00253, 0.67664], [-2.25462, -2.96345, 0.43790], [-3.98077, -2.68956, 0.75583], [-3.28088, -2.32274, -0.84806], [-3.48063, -0.42512, 0.45883]], "atomic_forces_ev_per_a": [[0.8, 0.4, -0.2], [-0.1, -0.1, 0.0], [0.8, -1.4, 0.8], [-0.1, 0.2, -0.2], [-0.7, 0.4, -1.1], [0.0, -0.1, 0.0], [0.0, 0.1, -0.4], [-0.1, 0.4, 0.0], [-0.4, 0.1, 0.0], [0.0, 0.3, 0.0], [0.0, -0.1, 0.0], [0.1, -0.1, -0.1], [-0.6, -0.1, -0.6], [0.2, 0.3, 1.2], [0.6, -0.4, -0.9], [-1.1, 0.2, 0.0], [0.1, 0.3, 0.2], [0.3, 0.0, 0.3], [0.1, -0.2, 0.2], [0.4, -0.2, -0.3], [0.0, 0.4, 0.4], [-0.1, -0.2, 0.1], [-0.4, 0.3, 0.2], [-1.1, -0.6, 1.0], [0.4, 0.2, -0.2], [0.1, 0.1, 0.1], [0.5, 0.1, -0.3], [0.2, 0.1, -0.4], [0.1, -0.2, 0.0], [0.1, 0.7, -0.8], [-0.1, -0.1, 0.1], [-0.2, 0.0, 0.1], [0.3, -0.4, 0.1], [-0.3, -0.1, 0.5], [0.3, -0.1, 0.0], [0.5, 0.6, -0.8], [0.2, 0.4, 0.5], [-0.3, -0.6, 0.4], [0.0, -0.2, -0.1], [0.1, 0.1, 0.1], [-0.1, -0.1, -0.1], [0.2, -0.1, -0.1], [-0.8, -0.4, 0.1], [0.0, 0.0, 0.0], [0.0, 0.1, 0.1], [0.1, 0.0, 0.0], [0.3, 0.2, 0.1]], "total_energy_ha": -997.21199, "multiplicity": 2, "e_above_lowest_kj_mol": 67.1, "lumo_ev": [0.56, -1.39], "mol_weight_da": 354.21}

No. 3
{"formula": "C10H30Ba2NO8", "method": "ωB97M-V/def2-TZVPD", "symbols": ["Ba", "Ba", "N", "O", "O", "O", "C", "C", "O", "H", "H", "H", "H", "H", "H", "C", "C", "O", "H", "H", "H", "H", "H", "H", "C", "C", "O", "H", "H", "H", "H", "H", "H", "C", "C", "O", "H", "H", "H", "H", "H", "H", "C", "C", "O", "H", "H", "H", "H", "H", "H"], "coordinates": [[11.67585, 2.48249, 13.30416], [7.73903, 4.28891, 9.44155], [11.59670, 3.11120, 9.53426], [12.04202, 2.76490, 10.60949], [12.35863, 3.10397, 8.58417], [10.47361, 3.54946, 9.43393], [15.45447, 5.62978, 8.87907], [15.84351, 4.16014, 9.12550], [17.08840, 4.14935, 9.84524], [15.25631, 6.06319, 9.85937], [14.48966, 5.62132, 8.37194], [16.13647, 6.27937, 8.33043], [16.08756, 3.71707, 8.15998], [15.07575, 3.60167, 9.66099], [17.77827, 4.51298, 9.28537], [9.20125, 0.09698, 8.37635], [7.80841, 0.70298, 8.51671], [7.93356, 1.99992, 8.05472], [9.26304, -0.83968, 8.93038], [10.01839, 0.66582, 8.81996], [9.47369, 0.00303, 7.32513], [7.55647, 0.60060, 9.57225], [7.09276, 0.13394, 7.92330], [7.88305, 1.97629, 7.09634], [11.50904, 7.04520, 8.81407], [10.62232, 6.35156, 7.81179], [9.34656, 6.35368, 8.37326], [11.58097, 6.48341, 9.74537], [11.16271, 8.04733, 9.06683], [12.48711, 7.19606, 8.35719], [11.02963, 5.34913, 7.68010], [10.69839, 6.81593, 6.82859], [9.14440, 7.25321, 8.64081], [14.28255, -1.11056, 9.17239], [13.56163, 0.16694, 9.15649], [14.09505, 0.92789, 8.10442], [15.33256, -0.95734, 9.42159], [14.19688, -1.65931, 8.23450], [13.89485, -1.88859, 9.83001], [13.83218, 0.65655, 10.09200], [12.50114, -0.04997, 9.02844], [13.55740, 1.72218, 8.06393], [11.00123, -0.72330, 11.52342], [10.25945, -0.86174, 12.84724], [10.95915, -0.14435, 13.81918], [10.85226, 0.28729, 11.14314], [10.55932, -1.28240, 10.69867], [12.07204, -0.90997, 11.60473], [10.12793, -1.90052, 13.15012], [9.24339, -0.50339, 12.68201], [10.60514, -0.44758, 14.65842]], "atomic_forces_ev_per_a": [[0.0, -0.2, -0.9], [1.5, -0.1, -0.2], [2.6, 0.6, -1.9], [0.4, -1.2, 4.0], [-0.2, 0.1, -1.1], [-3.8, 0.9, -0.1], [-1.3, -0.7, 0.8], [2.1, 1.6, -1.2], [-0.6, -0.5, 0.8], [0.2, 0.3, 0.0], [-0.1, 0.2, -0.3], [0.2, -0.5, 0.0], [-0.7, -0.5, -0.1], [0.2, 0.0, 0.0], [-0.1, 0.0, -0.1], [0.3, -0.7, 0.2], [1.8, -2.6, 0.4], [-1.1, 2.7, -0.1], [-0.2, -0.4, -0.6], [-0.4, 0.7, 0.2], [0.0, -0.4, 0.0], [-0.5, 0.8, 0.0], [-0.1, 0.1, 0.1], [0.1, 0.1, -0.3], [0.8, 0.4, -0.4], [2.4, 0.3, 0.1], [-2.5, -1.1, 0.2], [0.2, -0.1, -0.1], [-0.2, 0.1, -0.1], [0.2, -0.1, 0.3], [-0.7, -0.3, 0.1], [-0.5, 0.3, 0.0], [0.0, 0.3, -0.1], [0.8, -2.2, -0.2], [0.6, 0.1, 0.0], [-0.3, 0.1, -0.4], [0.0, -0.1, -0.2], [0.3, 0.5, -0.4], [-0.2, 0.4, 0.7], [-0.8, 0.3, 0.4], [-0.4, 0.5, 0.2], [0.2, 0.3, -0.1], [-0.3, 0.4, 0.0], [-0.7, -1.3, -2.2], [0.3, 1.0, 1.0], [0.3, 0.5, 0.1], [0.1, -0.6, 0.4], [-0.1, -0.2, 0.0], [0.4, -0.1, 0.0], [-0.1, 0.4, 0.3], [0.2, 0.1, 0.5]], "charge": 2, "total_energy_ha": -1105.99158, "multiplicity": 2, "lumo_ev": [-6.56, -6.52], "mol_weight_da": 567.01}

No. 4
{"formula": "C10H30ClO5S", "method": "ωB97M-V/def2-TZVPD", "symbols": ["Cl", "C", "C", "O", "H", "H", "H", "H", "H", "H", "C", "C", "O", "H", "H", "H", "H", "H", "H", "C", "C", "O", "H", "H", "H", "H", "H", "H", "C", "C", "O", "H", "H", "H", "H", "H", "H", "C", "S", "O", "C", "H", "H", "H", "H", "H", "H"], "coordinates": [[4.38000, 7.42600, 51.81400], [0.71100, 10.34500, 53.71400], [1.44800, 9.42000, 52.77100], [2.01100, 8.46500, 53.58800], [-0.16800, 9.79700, 54.10900], [0.57800, 11.28200, 53.05400], [1.44700, 10.89100, 54.55700], [2.15300, 9.93400, 52.11300], [0.60700, 9.06800, 52.16900], [2.75500, 8.19800, 52.97600], [3.50300, 6.70600, 46.12500], [3.69800, 6.93000, 47.64900], [3.90800, 5.78100, 48.40600], [3.10400, 7.39700, 45.52000], [2.92800, 5.88100, 46.04200], [4.51700, 6.33000, 45.67200], [2.97000, 7.69700, 48.18800], [4.46100, 7.49300, 47.83100], [3.87400, 6.14900, 49.35100], [7.03600, 2.77100, 50.24200], [5.93200, 3.78800, 50.42300], [6.31500, 5.03900, 50.02000], [6.62500, 1.93900, 50.85700], [7.92200, 3.16300, 50.61300], [7.20000, 2.22300, 49.18900], [5.42800, 3.76900, 51.55900], [4.88300, 3.53100, 49.94900], [5.84200, 5.84600, 50.46200], [8.79900, 5.18700, 53.86800], [7.59800, 5.36900, 53.05400], [6.67700, 6.35300, 53.33000], [8.67100, 4.90500, 54.98000], [9.41500, 5.98500, 53.96600], [9.33800, 4.46900, 53.41100], [7.02700, 4.50100, 53.03700], [8.01900, 5.53000, 51.93300], [6.05300, 6.52100, 52.77900], [3.21100, 4.32800, 52.66700], [1.46100, 4.72500, 52.47000], [0.90700, 3.45100, 51.87300], [0.98500, 4.62600, 54.22100], [3.65600, 5.05700, 53.11700], [3.36900, 4.16500, 51.63600], [3.48500, 3.41500, 53.34800], [1.41100, 5.27400, 54.81900], [1.27400, 3.54300, 54.62500], [-0.07800, 4.83400, 54.45800]], "atomic_forces_ev_per_a": [[-0.2, -0.1, -0.7], [2.2, 3.8, 0.3], [-1.6, 1.2, 1.2], [1.8, -1.2, -1.5], [0.4, 1.0, 0.0], [-1.2, -1.2, 1.1], [-1.9, -2.1, -1.8], [0.2, 0.0, 0.2], [0.2, -0.6, -0.6], [-0.1, -0.9, 1.3], [4.9, -2.2, 2.7], [-4.7, 0.7, -0.5], [-0.9, -0.1, 1.8], [-1.3, 3.2, -1.7], [-2.2, -2.9, -0.3], [-1.6, 1.0, 0.8], [0.0, -1.9, -1.4], [5.4, 3.4, 0.2], [0.2, -1.1, -1.6], [-2.6, -2.8, -1.7], [-4.6, -0.2, 1.7], [0.1, 3.0, 0.6], [0.9, 0.2, -0.1], [1.8, 0.5, 0.7], [-0.5, 1.9, 2.0], [2.3, 0.1, -2.2], [2.0, -0.1, -0.1], [0.8, -2.3, -0.8], [-2.3, 0.0, 4.3], [0.0, 1.2, -4.3], [7.1, -0.1, 7.9], [-0.4, 0.0, -1.6], [1.7, 3.0, -0.2], [1.9, -2.7, -1.4], [-0.5, -2.3, -0.3], [-0.9, -0.4, 2.1], [-6.3, 1.4, -6.2], [-3.0, -5.2, 0.2], [-0.5, -1.7, 0.9], [-0.1, 0.8, 0.0], [-2.1, -5.0, -1.1], [3.0, 4.9, 1.9], [1.2, -0.2, -0.9], [-1.2, 1.1, -1.6], [3.0, 3.6, 2.6], [-0.8, 2.2, -1.1], [0.2, -0.5, -0.9]], "charge": -1, "total_energy_ha": -1633.41253, "e_above_lowest_kj_mol": 121.2, "lumo_ev": 3.09, "mol_weight_da": 297.86}